C26H78O26 | ωB97M-V/def2-TZVPD

Geometry as XYZ:
```
130
Properties=species:S:1:pos:R:3
C -3.01241 -2.52632 2.37794
C -4.15596 -1.64407 1.97424
O -4.44212 -0.73166 3.03559
O -1.85077 -1.70784 2.47292
H -2.83908 -3.29991 1.62092
H -3.25502 -3.02372 3.31998
H -5.08712 -2.20502 1.84941
H -3.99678 -1.14727 1.01115
H -3.62643 -0.24238 3.20954
H -1.16040 -2.08106 1.90329
C 2.23227 4.72188 -0.05630
C 2.57897 6.15224 0.18275
O 1.40904 6.98871 0.01563
O 2.00302 4.57857 -1.49609
H 1.30952 4.39265 0.41931
H 3.05018 4.01927 0.13026
H 3.35062 6.48644 -0.50751
H 2.92714 6.29705 1.20790
H 1.07669 7.12810 0.90598
H 1.85591 3.63990 -1.66705
C -0.58260 -1.11014 -6.24763
C -1.60757 -0.28407 -6.98921
O -2.20076 -1.13902 -7.96341
O 0.12563 -0.32846 -5.29458
H 0.17173 -1.51487 -6.92710
H -1.06720 -1.94834 -5.74547
H -1.12335 0.60091 -7.40488
H -2.40725 -0.09383 -6.26344
H -2.92534 -0.68638 -8.40139
H -0.52071 0.00192 -4.65011
C -3.07765 0.65238 6.24121
C -2.26958 1.58036 5.39073
O -2.26302 1.15031 4.03851
O -2.36457 -0.56477 6.52993
H -4.02699 0.43086 5.74766
H -3.29282 1.07413 7.22666
H -1.27332 1.75130 5.81213
H -2.75399 2.56332 5.45352
H -2.47387 1.87355 3.44363
H -2.90397 -1.35598 6.45415
C -2.72807 -2.35920 -2.39032
C -4.20444 -2.10244 -2.60144
O -4.94928 -3.02077 -1.82446
O -2.01723 -1.72194 -3.43624
H -2.55110 -3.44082 -2.40954
H -2.39958 -1.95575 -1.42342
H -4.39319 -2.10880 -3.68049
H -4.42301 -1.06578 -2.30043
H -5.76816 -3.22043 -2.28374
H -1.08721 -1.97688 -3.46611
C -0.62406 0.40340 -0.52001
C 0.00766 0.68605 0.81165
O 0.94167 1.73881 0.69343
O 0.21142 -0.28152 -1.43377
H -0.98989 1.35000 -0.93264
H -1.50459 -0.24031 -0.39277
H 0.53781 -0.23138 1.11263
H -0.71332 0.78420 1.62930
H 1.84119 1.40517 0.69295
H 0.55845 0.34478 -2.08430
C 1.45763 -2.44594 -3.30794
C 2.77863 -3.09075 -2.98686
O 3.68706 -2.72692 -4.02469
O 0.73573 -3.20889 -4.29023
H 1.61200 -1.38461 -3.50126
H 0.78550 -2.53727 -2.44920
H 2.64846 -4.17493 -2.90843
H 3.13276 -2.68439 -2.03819
H 4.57055 -3.02847 -3.79798
H 1.13416 -3.02853 -5.14769
C 3.22827 -2.28482 0.93082
C 3.75889 -2.29997 2.35836
O 3.80714 -0.97182 2.85400
O 4.22190 -1.79947 0.04973
H 2.30181 -1.70111 0.91443
H 2.98140 -3.31110 0.63965
H 4.81115 -2.57062 2.22808
H 3.26660 -3.00246 3.03024
H 3.01256 -0.74692 3.35158
H 4.30857 -0.85707 0.22910
C 0.25838 -4.67432 1.69037
C -0.19453 -4.12078 0.35598
O -0.34010 -2.70372 0.47057
O -0.80891 -5.30247 2.38726
H 0.64794 -3.85310 2.30820
H 1.12908 -5.33482 1.63064
H -1.17992 -4.56610 0.15762
H 0.36850 -4.39802 -0.53998
H -0.24118 -2.26352 -0.38421
H -0.98503 -4.77803 3.17572
C 0.46160 -2.29193 5.61305
C 0.72675 -0.87828 5.12240
O 0.88175 -0.87702 3.71504
O -0.81450 -2.72914 5.18086
H 0.58958 -2.38712 6.69666
H 1.19747 -2.96795 5.15823
H 1.59897 -0.41477 5.57480
H -0.19872 -0.33954 5.35402
H 0.09483 -1.05556 3.19200
H -1.35007 -1.97486 4.90699
C 1.78539 3.26903 -4.63816
C 2.45414 2.06383 -3.99392
O 1.57350 1.53260 -3.01198
O 0.54032 2.88983 -5.21266
H 2.42727 3.67861 -5.42132
H 1.56960 3.97874 -3.84247
H 3.34778 2.39698 -3.46308
H 2.75246 1.36530 -4.78279
H 0.67870 1.73839 -3.34037
H 0.66807 2.44926 -6.05882
C 3.41885 3.13475 3.68815
C 3.03778 2.51706 4.99746
O 2.54420 3.42460 5.95821
O 2.33641 3.86356 3.09094
H 3.65625 2.31684 2.99183
H 4.26179 3.82254 3.66607
H 3.86010 1.96167 5.46116
H 2.27938 1.74492 4.79918
H 2.53209 4.31784 5.60344
H 1.60540 3.29700 2.82152
C -2.45470 3.38941 -2.47504
C -2.56197 1.94851 -2.86076
O -1.38736 1.52894 -3.56110
O -2.19538 4.12975 -3.64555
H -1.60215 3.47997 -1.77961
H -3.32658 3.74976 -1.91838
H -3.41789 1.77143 -3.52792
H -2.69954 1.25625 -2.03291
H -1.10343 2.28546 -4.10382
H -1.93831 5.02908 -3.42810
```

Results
Max |F| ... 2.3 eV/Å
LUMO energy ... 0.1 eV
HOMO level ... -0.366 Ha
Energy above the lowest of the compared OMol25 structures with the same formula, charge and spin ... 115.2 kJ/mol